Computed, not measured: C9H10O3 in the gas phase at a distorted geometry, with ωB97M-V/def2-TZVPD.

XYZ file:
```
22
Properties=species:S:1:pos:R:3
H -3.929 -1.144 2.095
H 1.339 1.964 0.970
C -1.016 -0.241 -0.211
C -3.037 -1.019 1.396
C 2.916 0.753 -0.931
O 0.674 1.506 -1.151
C 0.348 0.195 -1.002
H 2.801 0.980 -1.890
O 0.677 -0.595 -2.121
C 1.520 0.753 -0.283
C -1.872 0.734 0.242
H -2.446 -2.942 1.279
C -2.161 -2.019 0.925
H -1.787 1.754 0.105
O 1.358 1.004 1.061
H 3.443 -0.204 -0.704
H -0.422 -2.437 -0.042
H 3.629 1.418 -0.492
H -3.520 1.073 1.397
H 0.936 -0.088 -2.939
C -2.912 0.302 1.091
C -1.081 -1.592 0.181
```

Lowest unoccupied orbital energy in eV: 0.8
Strongest force on any atom in eV/A: 5.72
Multiplicity: 1
Total charge: 0
M in g mol⁻¹: 166.18
E_HOMO in hartree: -0.3408
Gap between HOMO and LUMO in eV: 10.03
Energy relative to the best compared isomer or geometry (same formula, charge and spin) in kJ/mol: 288.63

Computed, not measured: 2 unconnected molecules or ions with the total composition C9H10O3 at a distorted geometry, with ωB97M-V/def2-TZVPD.

XYZ file:
```
22
Properties=species:S:1:pos:R:3
H 1.128 -1.066 -2.255
H -0.528 -2.827 -0.819
C -0.074 0.955 0.051
C 1.893 0.972 -1.825
H -3.379 0.231 2.832
H -2.091 0.956 3.864
C 0.446 -0.924 -1.400
H 2.964 2.119 -0.565
C -0.934 -1.304 0.572
H -2.571 -2.722 0.545
H 3.231 2.468 -2.221
O -1.776 -2.078 1.395
H 1.835 3.275 -1.308
O -1.347 0.648 2.033
O 2.413 0.367 -2.802
C 2.464 2.283 -1.413
C -2.205 0.122 3.118
C 0.803 0.323 -0.902
C -0.338 -1.737 -0.613
C -0.875 0.150 0.971
H -1.848 -1.003 3.466
H -0.144 2.045 0.093
```

Lowest unoccupied orbital energy in eV: -0.3
Strongest force on any atom in eV/A: 7.17
Multiplicity: 1
Total charge: 0
M in g mol⁻¹: 166.18
E_HOMO in hartree: -0.2943
Gap between HOMO and LUMO in eV: 7.71
Energy relative to the best compared isomer or geometry (same formula, charge and spin) in kJ/mol: 538.90

Computed, not measured: 2 unconnected molecules or ions with the total composition C9H10O3S2 at a distorted geometry, with ωB97M-V/def2-TZVPD.

XYZ file:
```
24
Properties=species:S:1:pos:R:3
H -0.196 4.450 0.912
H -1.021 3.962 -1.424
H -0.808 -0.874 2.091
H 1.743 -3.863 -1.136
H 0.952 3.159 0.667
C 1.020 -1.870 1.650
C -0.090 3.505 -1.129
C 1.823 -2.517 0.733
H 0.530 3.662 -1.931
C -0.244 -1.522 1.423
C 0.549 4.032 0.234
O -1.054 1.278 -0.397
C -0.311 1.869 -1.109
O -3.299 -1.353 1.270
O -3.055 -2.670 -0.837
C 1.239 -3.118 -0.325
H -0.633 -3.419 -1.426
C -0.829 -2.007 0.243
S 0.561 1.169 -2.453
H 2.951 -2.451 1.047
H 1.351 4.643 -0.074
H 1.573 -1.624 2.583
C -0.136 -2.867 -0.599
S -2.617 -1.575 -0.014
```

Lowest unoccupied orbital energy (alpha / beta) in eV: -1.8 / -2.8
Strongest force on any atom in eV/A: 4.51
Multiplicity: 1
Total charge: 0
M in g mol⁻¹: 230.31
E_HOMO (alpha / beta) in hartree: -0.3650 / -0.3358
Gap between HOMO and LUMO (alpha / beta) in eV: 8.18 / 6.35
Energy relative to the best compared isomer or geometry (same formula, charge and spin) in kJ/mol: 215.37

Computed, not measured: a molecular structure, C9H10O4 at a distorted geometry, with ωB97M-V/def2-TZVPD.

XYZ file:
```
23
Properties=species:S:1:pos:R:3
H 2.034 3.070 -0.534
O 0.301 2.096 0.008
C 1.354 3.069 0.205
O 3.635 -1.638 -0.777
H -1.063 1.851 -0.192
C -0.946 -1.073 0.026
H 0.080 -2.896 0.496
C 0.460 0.792 -0.198
H -3.485 0.082 -0.597
C 1.606 0.024 -0.097
H -3.893 -1.327 1.272
C 1.449 -1.251 0.030
C 2.557 -2.119 0.130
H 0.896 4.153 -0.018
H 2.419 -3.197 1.062
H 1.818 3.162 1.265
O -2.119 -1.765 -0.205
O -1.811 1.131 -0.642
C -3.311 -1.063 -0.092
C 0.206 -1.859 0.276
H 2.617 0.387 -0.466
C -0.851 0.221 -0.200
H -3.952 -1.850 -0.752
```

Lowest unoccupied orbital energy in eV: -0.6
Strongest force on any atom in eV/A: 9.61
Multiplicity: 1
Total charge: 0
M in g mol⁻¹: 182.17
E_HOMO in hartree: -0.3182
Gap between HOMO and LUMO in eV: 8.09
Energy relative to the best compared isomer or geometry (same formula, charge and spin) in kJ/mol: 1015.42